Entry 1:
Computed, not measured: a molecular structure, C19H43HoO2P3, with ωB97M-V/def2-TZVPD.

XYZ file:
```
68
Properties=species:S:1:pos:R:3
O -0.70755 0.00023 -1.50935
Ho -0.67542 1.80407 -0.45270
H 1.16330 -2.98430 -1.00486
C -1.75974 3.17502 -1.81760
H 2.05121 1.23804 4.19544
H -2.76614 -0.18274 -2.93991
H -2.46710 1.26778 4.04246
C -1.69499 -3.19969 1.51241
H -3.97220 0.34599 3.93115
C -2.31388 -3.29437 -1.35477
H -3.34621 -0.21931 1.48449
H 1.51355 -1.69368 -5.00946
H -1.95637 -2.25820 2.02472
H -1.00827 0.80955 2.00257
C -1.84956 -1.18026 -4.69099
C 0.56178 -1.43168 -4.56086
C 0.59300 -0.81419 -3.31510
H 3.27727 -0.04525 3.98171
C 2.66252 0.70053 3.45522
H -0.64885 -2.09364 -6.21768
H 2.30307 -2.14341 1.05122
H -0.97293 -3.75043 2.13248
C 3.34479 1.99190 -0.10026
P -1.07455 -2.94516 -0.14128
H -2.85727 -4.22228 -1.10388
C 1.36619 3.76439 -0.89788
H -0.81075 -1.57665 -0.21065
C -0.64957 -0.46594 -2.76581
H 1.47798 -0.56415 -2.73308
H 0.06411 3.22418 -3.13084
H -1.86382 -3.37985 -2.34110
P 1.71777 2.56557 0.44892
H 3.84965 2.87812 -0.50139
C 0.88467 -1.36155 3.51759
H -2.79450 -1.27557 -5.23064
H 3.55143 -1.53008 2.18991
H 1.15701 4.42555 1.85758
O -1.74289 1.13125 1.44296
P 1.52747 -0.17455 2.29510
H 0.54399 -0.80028 4.39419
H 2.31000 4.20198 -1.25767
H 2.92006 4.31525 1.48689
H -2.43263 -0.48118 3.77249
C -0.83601 2.72053 -2.74077
H -2.68866 2.58614 -1.71217
H -1.11167 1.98085 -3.50219
H -1.74474 4.13122 -1.25947
H 0.61027 4.53218 -0.66123
H 0.31428 -4.55964 -1.19046
H -3.76160 1.45901 1.78111
H -2.99383 -2.43151 -1.41112
H 0.98119 -4.07921 0.42347
C 2.02353 3.75342 1.77552
C -2.96169 0.44163 3.53081
H 2.16192 3.21490 2.71946
H 0.98912 3.17356 -1.75000
C 0.51262 -3.72015 -0.50827
H 3.23419 1.23822 -0.89150
C -3.06096 0.66695 2.04894
H 3.24809 -0.69862 0.62799
C -1.87478 -0.56117 -3.44961
H 3.32134 1.41732 2.94939
H -2.61339 -3.78182 1.39248
H 0.04704 -1.94439 3.12403
C 2.78442 -1.24379 1.45824
C -0.64094 -1.58772 -5.25146
H 3.90244 1.56619 0.73790
H 1.68218 -2.04508 3.82708
```

The HOMO-LUMO gap (alpha / beta) comes out at 0.210 / 0.215 Ha. Its total charge is +3. The spin multiplicity is 5. The HOMO energy (alpha / beta) is -16.34 / -16.35 eV. As for the expectation value of S²: 6.005.

=====

Entry 2:
Computed, not measured: a molecular structure, C23H35B2NO19Ti, with ωB97M-V/def2-TZVPD.

XYZ file:
```
81
Properties=species:S:1:pos:R:3
H -0.63061 27.16299 -17.65195
H 1.07629 25.91093 -11.40543
H -4.79645 24.92665 -16.81667
C -3.29369 26.98652 -17.88369
B 2.01702 19.10990 -13.68923
O 0.63955 21.85404 -15.27598
C 3.44678 23.76451 -18.65780
C -4.27035 24.02820 -16.47302
C 3.58412 28.17363 -20.86829
O 1.82986 17.70172 -14.03088
H -2.51176 25.81626 -15.78424
H -1.39879 26.63410 -11.98483
H -2.57570 22.58868 -19.07750
O 2.44577 30.33174 -20.99780
O 4.40983 27.35278 -15.50063
C -0.35762 24.85006 -12.60203
Ti 0.48970 24.16536 -16.00454
O 4.89104 17.71106 -12.41167
H -5.00305 23.22100 -16.48874
C -3.80138 24.31400 -19.60838
C -0.93809 26.63311 -18.55157
H -2.91713 21.68349 -16.48008
O -0.41892 21.33654 -12.66226
H -4.23971 22.53388 -18.54581
O 2.45397 29.14018 -19.09010
O 1.88316 20.01434 -14.85792
H -0.71539 24.28331 -11.73717
H -3.01149 27.43884 -16.92555
O 0.96868 19.56385 -12.73935
H 3.55809 24.20417 -17.66413
H 2.41917 23.27909 -21.08864
H -0.45990 23.05838 -13.46087
C -3.37573 23.19752 -18.65329
H -1.82712 25.03758 -20.25854
H -1.01349 27.36564 -19.35957
H -3.08044 26.24675 -20.24685
H 1.60414 22.12956 -17.82334
H -2.34222 25.56779 -12.99390
H -3.93177 23.85639 -20.59678
H 3.96884 24.39817 -19.37696
N -2.07685 24.83358 -17.39571
O 1.24812 23.01889 -17.94046
C 1.03994 25.38311 -12.35942
O -0.36160 23.98333 -13.74352
O 3.68260 27.30971 -19.85947
H 1.80424 24.61214 -12.42284
C -2.71873 25.35635 -19.71870
C 0.40687 20.64896 -13.19802
C 3.77920 27.41563 -16.50965
C 2.48814 26.65738 -16.82807
H 0.73117 22.89257 -20.63837
O 3.36954 19.20722 -13.10890
C 0.97889 20.91682 -14.58856
H -1.99377 22.83108 -15.52502
O 4.06168 28.14408 -17.58543
C 1.76861 22.88551 -20.30624
O -1.73741 25.33799 -16.11483
C -2.26886 22.56053 -16.54564
C 3.86675 17.99342 -12.94401
C 2.87353 16.99406 -13.59331
H -1.35947 22.30461 -17.09494
O 2.13730 26.92327 -18.06822
H -4.76764 24.73182 -19.32958
C -3.00057 23.69828 -17.27065
H -3.31217 27.82712 -18.58147
O 1.90596 25.90350 -16.08059
H -1.06322 26.52100 -13.76626
B 3.08454 27.89015 -18.65497
C -2.28172 25.93502 -18.35824
O 4.00714 28.03110 -21.97693
C 2.75882 29.37867 -20.35583
H 1.27645 26.12402 -13.13264
C 1.97902 23.64922 -19.01603
H 1.59488 24.66448 -19.10812
H -4.06479 24.24011 -15.41590
H 3.95859 22.79605 -18.64954
H 2.06168 21.83695 -20.16953
O 3.01534 15.81514 -13.70100
H -0.17079 25.90693 -18.80396
H -4.31774 26.62450 -17.77636
C -1.33694 25.98440 -12.85823
```

The HOMO-LUMO gap (alpha / beta) comes out at 0.164 / 0.347 Ha. Its total charge is -1. The spin multiplicity is 4. The HOMO energy (alpha / beta) is -2.67 / -7.65 eV. As for the expectation value of S²: 3.757.

=====

Entry 3:
Computed, not measured: a gas-phase ion, C5H12NO (charge +1), with ωB97M-V/def2-TZVPD.

XYZ file:
```
19
Properties=species:S:1:pos:R:3
H 1.24886 0.11875 1.19692
C -0.69389 0.18712 1.81057
C -0.94559 -0.88580 -1.04880
H -1.05118 1.74321 -0.48168
C 1.75934 -0.61132 -1.04371
H -1.63070 -0.07353 1.26448
H -1.93490 -0.46070 -0.95610
C 0.16026 -0.09941 -0.38433
H 0.76527 1.87097 -0.06677
H -0.83978 1.36601 1.90379
H 1.67147 -1.06989 -2.05976
H -0.65907 -0.09174 2.80588
O 2.62883 -0.47870 -0.30388
H -0.73528 -0.97653 -2.06295
H 0.39715 1.58884 -1.74931
C 0.07607 1.39350 -0.70290
N 0.36457 -0.31438 1.04176
H -1.03829 -1.92421 -0.52889
H 0.45687 -1.28218 1.36565
```

The HOMO-LUMO gap comes out at 0.398 Ha. Its total charge is +1. The HOMO energy is -14.12 eV. The value obtained for the energy relative to the best compared isomer or geometry (same formula, charge and spin) is 2.0071 eV.

=====

Entry 4:
Computed, not measured: a molecular structure, C6H6O2, with ωB97M-V/def2-TZVPD.

XYZ file:
```
14
Properties=species:S:1:pos:R:3
H -0.39136 -1.73374 -1.62635
H -2.62102 0.25047 -0.83711
C 1.35651 -1.22789 -0.29928
H 1.86246 0.31236 1.33458
H 2.25656 -1.77198 -0.78205
C 0.19888 -1.14816 -0.82061
C -2.08210 -0.29927 0.00586
C -0.62025 -0.35611 -0.03256
H -2.32636 0.20533 0.99502
C 0.31132 0.97584 -0.29971
H -2.59923 -1.42806 -0.08988
O -0.06048 -0.06801 1.30447
O 0.29194 2.18358 -0.56838
C 1.16350 -0.07089 0.63247
```

The HOMO-LUMO gap comes out at 0.386 Ha. The HOMO energy is -9.58 eV. The value obtained for the energy relative to the best compared isomer or geometry (same formula, charge and spin) is 4.3375 eV.

=====

What did we get for max |F|? Answer: 5.57 1.55 6.31 8.94 eV Å⁻¹, in the order shown.